1.
Molecular formula: C25H22N5O2Rb
Method: DFT, ωB97M-V/def2-TZVPD

Properties
Kohn-Sham gap, eV: 5.43
Relative energy (zero: lowest compared OMol25 entry of this formula, charge and spin), eV: 0.0554
E_LUMO, eV: 3.98
Net charge: -2

Geometry (Å):
Rb -0.889 0.060 -0.736
O -2.374 1.238 1.125
C -3.065 0.875 2.123
C -4.205 1.644 2.535
C -4.999 1.304 3.604
C -4.715 0.168 4.362
C -3.618 -0.597 4.006
C -2.784 -0.299 2.921
C -1.669 -1.199 2.714
N -0.793 -1.203 1.779
N 0.146 -2.215 1.933
C 1.110 -2.163 1.032
O 1.285 -1.336 0.096
C 2.135 -3.265 1.186
C 3.153 -3.384 0.243
C 4.118 -4.373 0.358
C 4.083 -5.262 1.424
C 3.072 -5.153 2.371
C 2.107 -4.164 2.252
H -4.425 2.529 1.946
H -5.852 1.929 3.857
H -5.334 -0.107 5.209
H -3.378 -1.480 4.594
H -1.574 -1.973 3.488
H 3.159 -2.678 -0.578
H 4.902 -4.453 -0.387
H 4.839 -6.035 1.518
H 3.038 -5.843 3.207
H 1.309 -4.065 2.974
C -0.160 3.748 0.794
C 0.472 3.138 -0.427
C 1.581 2.309 -0.314
C 2.135 1.685 -1.428
C 3.290 0.737 -1.261
C 1.564 1.911 -2.673
C 0.444 2.727 -2.823
C -0.197 2.905 -4.170
C -0.086 3.336 -1.691
H -0.988 3.110 1.119
H -0.553 4.743 0.578
H 0.559 3.826 1.610
H 2.007 2.116 0.665
H 4.029 1.135 -0.562
H 3.782 0.536 -2.213
H 2.907 -0.203 -0.847
H 2.007 1.462 -3.556
H -0.744 3.847 -4.227
H -0.906 2.097 -4.360
H 0.537 2.876 -4.976
H -0.962 3.970 -1.788
N -1.081 0.809 -7.553
C -1.726 0.222 -6.782
N -2.525 -0.475 -5.990
C -2.195 -0.496 -4.714
N -1.977 -0.570 -3.571

2.
Molecular formula: C14H25ClIIrN2OP2
Method: DFT, ωB97M-V/def2-TZVPD

Properties
2S+1: 6
Expectation value of S²: 8.805
Kohn-Sham gap (alpha / beta), eV: 5.81 / 3.71
Relative energy (zero: lowest compared OMol25 entry of this formula, charge and spin), eV: 1.3440
E_LUMO (alpha / beta), eV: -11.11 / -15.09
Net charge: +3

Geometry (Å):
C 0.020 0.346 -5.753
C 0.044 0.355 -4.269
H 0.015 1.380 -6.112
H -0.868 -0.167 -6.112
H 0.892 -0.165 -6.146
O 0.039 1.393 -3.605
I 0.051 -1.674 -2.999
Ir -0.003 -1.256 -0.308
P 1.828 -0.048 -0.511
C 2.176 1.329 0.601
C 3.179 -1.260 -0.225
H 4.110 -0.858 -0.644
H 3.304 1.083 -2.030
H 2.930 -2.219 -0.690
H 2.416 -0.229 -2.826
H 1.810 1.131 1.607
H 3.349 -1.449 0.837
C 2.344 0.586 -2.111
H 3.258 1.490 0.631
H 1.587 1.279 -2.446
H 1.697 2.222 0.206
P -1.862 -0.036 -0.544
C -2.158 1.409 0.514
C -2.341 0.557 -2.163
H -3.040 -2.146 -0.804
H -4.185 -0.766 -0.587
H -3.350 -1.497 0.801
C -3.242 -1.220 -0.251
H -2.409 -0.281 -2.854
H -3.306 1.057 -2.110
H -3.230 1.621 0.546
H -1.647 2.266 0.073
H -1.576 1.241 -2.510
H -1.788 1.248 1.527
Cl -0.142 -3.515 -0.212
N 3.486 -0.390 5.274
C 2.411 -0.553 4.786
C 1.153 -0.723 4.106
C -0.050 -0.529 4.796
C -1.223 -0.754 4.095
C -1.177 -1.038 2.718
N -0.023 -1.118 2.045
C 1.123 -1.055 2.734
H -0.037 -0.220 5.865
H -2.204 -0.651 4.582
H -2.106 -1.170 2.172
H 2.039 -1.237 2.219

3.
Molecular formula: C9H10O3
Method: DFT, ωB97M-V/def2-TZVPD

Properties
Kohn-Sham gap (alpha / beta), eV: 8.62 / 8.62
Relative energy (zero: lowest compared OMol25 entry of this formula, charge and spin), eV: 5.8183
E_LUMO (alpha / beta), eV: 0.27 / 0.27
Net charge: 0

Geometry (Å):
C -3.325 0.759 -1.443
C -2.941 1.232 -0.188
C -2.514 0.051 -2.250
C -1.585 1.027 0.242
C -1.204 -0.289 -1.827
C -0.801 0.233 -0.608
C 1.614 0.320 0.014
C 1.886 -0.470 1.246
C 3.216 -1.135 1.582
O 1.698 0.939 1.312
O 2.336 0.648 -1.090
O 0.809 -1.121 1.799
H -4.322 0.716 -1.670
H -3.590 1.772 0.384
H -2.990 -0.414 -3.112
H -1.256 1.496 1.177
H -0.694 -1.128 -2.521
H 3.658 -0.572 2.456
H 3.919 -1.017 0.713
H 3.069 -2.098 1.924
H 2.238 1.551 -1.211
H 0.044 -0.539 1.624

Sequential total energy output: -1414.32169, -2276.89170, -574.47216 a.u.